Computed, not measured: an isolated molecule of C21H24ClN3O4, with ωB97M-V/def2-TZVPD.

XYZ file:
```
53
Properties=species:S:1:pos:R:3
C 0.94 -2.77 -4.70
H 0.22 -3.21 -4.00
O 1.89 -1.98 -4.03
C 1.47 -0.89 -3.33
C 0.14 -0.49 -3.22
C -0.19 0.61 -2.45
C 0.80 1.34 -1.79
C 2.13 0.95 -1.94
C 2.46 -0.15 -2.69
H 3.49 -0.48 -2.79
H 2.90 1.52 -1.44
C 0.52 2.46 -0.85
O 1.32 3.34 -0.60
N -0.70 2.34 -0.23
C -1.10 2.95 0.95
C -0.67 4.23 1.31
C -1.08 4.79 2.50
C -1.93 4.09 3.35
C -2.34 2.81 3.02
C -1.93 2.23 1.83
C -2.31 0.83 1.46
O -2.74 0.54 0.35
N -2.05 -0.08 2.42
H -1.68 0.25 3.29
C -2.15 -1.51 2.21
H -3.21 -1.77 2.08
H -1.77 -2.01 3.10
C -1.40 -2.03 0.97
N 0.05 -2.12 1.13
C 0.69 -0.82 1.21
C 2.20 -1.00 1.35
H 2.70 -0.02 1.34
O 2.74 -1.72 0.27
C 2.13 -2.98 0.17
C 0.62 -2.85 0.00
H 0.17 -3.84 -0.03
H 0.41 -2.33 -0.95
H 2.57 -3.47 -0.69
H 2.34 -3.57 1.08
H 2.42 -1.52 2.29
H 0.33 -0.29 2.09
H 0.48 -0.21 0.32
H -1.68 -1.42 0.10
H -1.76 -3.05 0.80
H -3.00 2.27 3.69
Cl -2.46 4.80 4.83
H -0.76 5.79 2.78
H -0.01 4.77 0.65
H -1.28 1.54 -0.48
H -1.23 0.91 -2.40
H -0.65 -1.02 -3.72
H 1.51 -3.57 -5.18
H 0.41 -2.20 -5.46
```

Its SMILES is COc1ccc(C(=O)Nc2ccc(Cl)cc2C(=O)NCCN2CCOCC2)cc1. Its total charge is 0.

Löwdin population analysis, charges in e, atoms 1 to 2:
1. C -0.08
2. H 0.09

=====

Computed, not measured: an isolated molecule of C21H24ClN3O6S, with ωB97M-V/def2-TZVPD.

XYZ file:
```
56
Properties=species:S:1:pos:R:3
C -4.67 1.67 2.00
H -4.23 2.66 1.89
H -4.87 1.25 1.02
H -5.59 1.73 2.59
O -3.79 0.82 2.73
C -2.67 0.45 2.13
O -2.38 0.79 1.01
C -1.82 -0.42 3.02
C -1.20 -1.60 2.26
C 0.19 -1.37 1.67
O 1.09 -2.17 1.85
N 0.30 -0.23 0.94
C 1.29 0.05 -0.01
C 2.24 -0.88 -0.40
C 2.99 -0.66 -1.54
C 2.86 0.50 -2.27
C 2.01 1.49 -1.81
C 1.22 1.30 -0.68
N 0.32 2.25 -0.19
C 0.66 2.84 1.10
H 1.00 2.06 1.78
C -0.56 3.55 1.67
O -1.07 4.51 0.77
C -1.39 3.91 -0.47
C -0.15 3.28 -1.10
H -0.42 2.82 -2.05
H 0.60 4.06 -1.27
H -1.79 4.71 -1.10
H -2.15 3.13 -0.32
H -0.30 4.09 2.58
H -1.34 2.81 1.89
H 1.48 3.58 0.98
H 1.95 2.43 -2.35
H 3.44 0.62 -3.17
S 4.00 -1.98 -2.20
O 4.03 -1.83 -3.63
O 5.25 -2.10 -1.51
N 3.17 -3.40 -1.80
C 1.78 -3.41 -1.74
C 1.05 -2.65 -2.64
C -0.33 -2.54 -2.51
C -0.97 -3.23 -1.49
C -0.26 -4.05 -0.63
C 1.11 -4.14 -0.76
H 1.68 -4.75 -0.07
H -0.77 -4.59 0.15
Cl -2.67 -3.04 -1.27
H -0.89 -1.93 -3.19
H 1.56 -2.12 -3.43
H 3.64 -3.91 -1.07
H 2.34 -1.79 0.16
H -0.53 0.35 0.83
H -1.10 -2.46 2.93
H -1.85 -1.90 1.43
H -1.03 0.20 3.45
H -2.45 -0.78 3.83
```

Its SMILES is COC(=O)CCC(=O)Nc1cc(S(=O)(=O)Nc2ccc(Cl)cc2)ccc1N1CCOCC1. Its total charge is 0.

Löwdin population analysis, charges in e, atoms 1 to 2:
1. C -0.03
2. H 0.10

=====

Computed, not measured: an isolated molecule of C21H24F3N3, with ωB97M-V/def2-TZVPD.

XYZ file:
```
51
Properties=species:S:1:pos:R:3
C -4.06 -6.35 0.60
C -2.88 -5.44 0.67
C -2.66 -4.64 1.78
C -1.58 -3.78 1.82
C -0.69 -3.69 0.76
C -0.89 -4.50 -0.36
C -1.98 -5.35 -0.39
H -2.14 -5.98 -1.26
C 0.05 -4.48 -1.53
H -0.24 -5.22 -2.27
H 0.05 -3.50 -2.02
H 1.07 -4.69 -1.22
C 0.49 -2.75 0.87
N 0.12 -1.56 1.61
C 1.24 -0.79 2.14
H 0.94 -0.39 3.12
H 2.08 -1.46 2.31
C 1.67 0.36 1.24
N 0.55 1.26 1.06
N 0.59 2.39 0.40
C 1.66 2.91 -0.07
C 1.61 4.19 -0.74
C 2.77 4.76 -1.26
C 2.74 5.98 -1.90
C 1.53 6.65 -2.04
C 0.36 6.10 -1.53
C 0.40 4.88 -0.89
H -0.50 4.44 -0.49
H -0.58 6.63 -1.65
C 1.49 7.96 -2.77
F 0.46 8.74 -2.41
F 1.38 7.80 -4.10
F 2.60 8.70 -2.58
H 3.64 6.42 -2.30
H 3.71 4.24 -1.15
H 2.65 2.45 0.02
C -0.76 0.72 1.34
H -1.49 1.32 0.80
H -0.98 0.77 2.41
C -0.82 -0.73 0.87
H -1.83 -1.14 1.02
H -0.60 -0.76 -0.21
H 2.03 -0.01 0.27
H 2.50 0.91 1.72
H 0.87 -2.50 -0.13
H 1.29 -3.26 1.41
H -1.40 -3.16 2.69
H -3.34 -4.69 2.62
H -4.90 -5.84 0.12
H -4.37 -6.66 1.59
H -3.84 -7.24 0.01
```

Its SMILES is Cc1ccc(CN2CCN(/N=C/c3ccc(C(F)(F)F)cc3)CC2)c(C)c1. Its total charge is 0.

Löwdin population analysis, charges in e, atoms 1 to 2:
1. C -0.05
2. C -0.28

=====

Computed, not measured: an isolated molecule of C21H24N2O3S, with ωB97M-V/def2-TZVPD.

XYZ file:
```
51
Properties=species:S:1:pos:R:3
C -0.11 -0.65 2.19
C 1.04 0.30 1.88
H 1.83 -0.25 1.36
O 0.67 1.35 1.01
C 0.18 2.51 1.64
O 1.15 3.12 2.45
C 2.33 3.55 1.77
C 3.43 3.74 2.81
H 3.64 2.79 3.31
H 3.11 4.46 3.55
H 4.34 4.09 2.32
H 2.63 2.79 1.03
H 2.14 4.49 1.25
C -0.36 3.43 0.53
C -1.72 2.96 0.00
N -1.69 1.58 -0.42
C -0.99 1.21 -1.53
O -0.63 1.99 -2.39
C -0.76 -0.27 -1.58
C -1.81 -1.14 -1.50
C -1.57 -2.54 -1.50
N -0.35 -3.04 -1.54
C 0.70 -2.20 -1.61
C 2.00 -2.76 -1.64
C 3.09 -1.95 -1.71
C 2.95 -0.55 -1.76
C 1.71 0.02 -1.73
C 0.56 -0.78 -1.65
H 1.59 1.09 -1.77
H 3.83 0.07 -1.82
H 4.09 -2.38 -1.73
H 2.08 -3.83 -1.60
C -2.65 -3.48 -1.43
C -2.56 -4.85 -1.46
C -3.81 -5.49 -1.38
C -4.84 -4.61 -1.29
S -4.31 -2.98 -1.31
H -5.89 -4.82 -1.22
H -3.94 -6.56 -1.39
H -1.61 -5.35 -1.53
H -2.83 -0.78 -1.45
H -1.77 0.89 0.31
H -1.98 3.57 -0.88
H -2.49 3.07 0.76
H -0.45 4.44 0.94
H 0.36 3.43 -0.29
H -0.62 2.27 2.36
H 1.45 0.71 2.81
H 0.23 -1.44 2.85
H -0.93 -0.12 2.69
H -0.49 -1.10 1.28
```

Its SMILES is CCOC(CCNC(=O)c1cc(-c2cccs2)nc2ccccc12)OCC. Its total charge is 0.

Löwdin population analysis, charges in e, atoms 1 to 2:
1. C -0.05
2. C -0.23

=====

What energy above the lowest of the compared OMol25 structures with the same formula, charge and spin values result from the calculations? In sequence: 3.1; 14.5; 1.4; 19.5 kcal/mol.
What E_tot values result from the calculations? In sequence: -47349.983; -62279.916; -34788.987; -42125.055 eV.
What orbital gap values result from the calculations? In sequence: 8.926; 8.791; 8.351; 8.070 eV.